#i
The following is a quantum chemistry calculation of a 2-piece molecular cluster, C3H8NO overall, from the OMol25 dataset.

Positions of all 13 atoms, in Å:
1 C -0.511 -1.382 2.215
2 O -0.419 -1.608 0.842
3 H -0.528 -2.290 2.977
4 H 0.316 -0.687 2.666
5 H -1.509 -1.000 2.419
6 C 0.797 0.510 -2.168
7 C -0.344 1.377 -0.384
8 N 0.052 1.596 -1.576
9 H 1.386 -0.059 -1.476
10 H 1.620 0.983 -2.792
11 H 0.350 -0.132 -2.916
12 H -0.673 2.294 0.095
13 H -0.536 0.397 0.095

Multiplicity: 2
⟨S²⟩: 0.754
Net charge: 0
Orbital gap (alpha / beta) in eV: 10.234 / 7.417
Highest occupied orbital energy (alpha / beta) in eV: -9.38 / -9.37

---

#ii
The following is a quantum chemistry calculation of a 2-piece molecular cluster, C3H8NO overall, from the OMol25 dataset.

Positions of all 13 atoms, in Å:
1 C 1.605 2.400 0.625
2 N 1.748 1.254 -0.023
3 H 2.287 3.267 0.422
4 H 0.998 2.690 1.467
5 H 1.112 0.378 0.114
6 H 2.341 1.019 -0.785
7 C -1.188 -0.700 -0.763
8 C -1.514 -1.577 0.151
9 O -1.045 -2.858 0.044
10 H -1.841 0.115 -1.057
11 H -0.723 -0.955 -1.711
12 H -2.335 -1.515 0.884
13 H -1.446 -3.519 0.632

Multiplicity: 2
⟨S²⟩: 0.753
Net charge: 0
Orbital gap (alpha / beta) in eV: 6.195 / 10.070
Highest occupied orbital energy (alpha / beta) in eV: -5.50 / -9.38

---

#ii is preferred energetically. Next in line: 0.0189 hartree higher.